{"formula": "C8H14O15P2", "method": "the ωB97M-V functional and the def2-TZVPD basis", "homo_lumo_gap_ev": 10.561, "charge": 0, "e_homo_ev": -10.67, "species": ["O", "C", "O", "C", "O", "P", "O", "O", "O", "P", "O", "O", "O", "H", "H", "H", "H", "H", "H", "C", "C", "O", "C", "O", "O", "H", "H", "H", "H", "C", "C", "O", "C", "O", "O", "H", "H", "H", "H"], "positions_angstrom": [[-4.924655, 0.785701, 0.418096], [-4.293065, -0.186579, 0.230719], [-4.480081, -0.919283, -0.920000], [-3.240575, -0.576134, 1.301435], [-1.958658, -0.616607, 0.648532], [-0.774357, 0.001602, 1.555375], [-0.473437, -0.888605, 2.681526], [0.517661, 0.049081, 0.615113], [-1.224456, 1.492015, 2.081709], [0.041051, 2.395559, 2.654048], [0.609403, 3.153626, 1.554623], [-0.629669, 3.451860, 3.698449], [1.197396, 1.507495, 3.328548], [-3.863090, -0.569747, -1.585115], [-3.310340, 0.156764, 2.118599], [-3.551104, -1.557924, 1.714117], [1.265592, -0.279939, 1.142025], [-1.553780, 3.160755, 3.814075], [0.829487, 0.803083, 3.902452], [-0.453827, -3.592272, -2.581193], [-1.151923, -4.607347, -1.713336], [-0.489536, -4.455905, -0.458645], [0.037696, -3.204131, -0.422202], [0.508143, -2.701706, 0.544684], [-0.046234, -2.601599, -1.638295], [-1.109625, -3.163096, -3.336353], [0.433237, -3.998900, -3.071837], [-2.213809, -4.386567, -1.581289], [-1.046396, -5.623601, -2.088009], [2.682538, 2.868599, -1.004483], [4.048416, 2.301230, -0.724615], [4.585162, 2.110802, -2.033927], [3.934182, 2.964217, -2.870994], [4.254811, 3.174809, -3.995013], [2.872720, 3.541675, -2.252280], [2.350357, 3.560680, -0.234623], [1.924872, 2.092802, -1.133016], [4.688232, 2.998284, -0.178347], [4.007662, 1.359304, -0.180550]], "forces_ev_per_a": [[-1.33, 1.46, 0.37], [1.00, -0.09, 0.20], [0.98, -0.29, 0.36], [-1.34, -0.93, -0.62], [0.66, 1.56, 0.62], [0.93, -2.74, 0.22], [-0.36, 0.70, 0.84], [-1.39, 1.29, -0.03], [1.12, -0.84, 0.15], [0.77, 2.60, -0.99], [0.49, -0.07, -0.32], [-0.41, -2.49, -0.45], [-1.98, -0.16, 0.36], [-0.22, -0.23, 0.07], [0.14, -0.14, -0.52], [0.72, 0.26, -0.24], [-0.26, -0.20, -0.18], [0.18, 0.49, 0.36], [0.31, 0.03, -0.17], [0.00, 0.02, -0.47], [-0.30, -0.34, -0.14], [0.11, 0.32, -0.12], [0.06, 0.05, 0.13], [0.10, -0.25, -0.07], [-0.07, -0.22, 0.25], [0.06, 0.17, 0.10], [-0.01, 0.00, 0.05], [0.04, 0.04, 0.01], [0.09, -0.01, 0.20], [-0.42, 0.12, 0.38], [0.14, -0.12, 0.36], [-0.21, 0.18, -0.12], [-0.03, 0.09, -0.17], [0.02, -0.03, 0.02], [0.40, -0.25, -0.07], [-0.09, 0.05, -0.16], [0.03, 0.01, 0.01], [-0.02, 0.01, -0.04], [0.11, -0.06, -0.18]]}

{"formula": "C4H36N2O12S", "method": "the ωB97M-V functional and the def2-TZVPD basis", "de_lowest_kcal_mol": 48.5, "homo_lumo_gap_ev": 8.831, "charge": 0, "e_homo_ev": -9.24, "species": ["N", "C", "C", "S", "C", "N", "C", "H", "H", "H", "H", "H", "H", "H", "H", "H", "H", "H", "H", "H", "H", "O", "H", "H", "O", "H", "H", "O", "H", "H", "O", "H", "H", "O", "H", "H", "O", "H", "H", "O", "H", "H", "O", "H", "H", "O", "H", "H", "O", "H", "H", "O", "H", "H", "O"], "positions_angstrom": [[-1.309357, 0.324643, 1.700854], [-0.048411, -0.415478, 1.534677], [-0.156653, -1.936317, 1.687682], [-0.761322, -2.258193, 3.379020], [0.662335, -0.021200, 0.226585], [1.439603, 1.196509, 0.469524], [2.439174, 1.425109, -0.583643], [-1.428309, 0.520637, 2.682156], [-2.059516, -0.273962, 1.371634], [0.682840, -0.038050, 2.214513], [-0.796866, -2.382825, 0.925542], [0.825954, -2.363220, 1.575741], [0.313459, -2.979910, 3.735019], [-0.050538, 0.023173, -0.593971], [1.435012, -0.762897, -0.008587], [0.891057, 2.048651, 0.411451], [2.606952, 2.497519, -0.672657], [2.151741, 1.096347, -1.591881], [3.401467, 0.954045, -0.363785], [0.570191, 1.272821, 3.825653], [0.470572, 0.482600, 5.219861], [0.334265, 1.305461, 4.753378], [-1.059260, 3.045302, -3.873768], [0.317556, 2.948719, -3.307122], [-0.180838, 2.721010, -4.090840], [-2.804472, -2.142421, -2.665492], [-3.516871, -0.888474, -3.028457], [-3.615301, -1.843277, -3.096083], [-1.342776, 1.940916, 0.816800], [-2.051632, 3.395705, 0.883101], [-1.329656, 2.884485, 0.540195], [-4.469151, 0.446357, -0.853984], [-5.206612, 1.474786, -0.177267], [-4.403511, 0.958625, -0.036384], [-1.284024, 4.773308, -0.206174], [0.227894, 4.997450, -0.331283], [-0.620252, 5.407745, -0.500526], [-0.471595, -4.436515, -2.271380], [0.219644, -3.725721, -3.404005], [0.248157, -3.853749, -2.455190], [4.644734, -2.413206, 1.535039], [3.436655, -1.554029, 1.323679], [4.002627, -2.181515, 0.857173], [0.680252, -4.318714, -0.390306], [1.908286, -4.382400, 0.358215], [0.961879, -4.269947, 0.537224], [-2.545862, 0.850366, -2.247263], [-1.452345, 1.039994, -1.208853], [-1.834870, 1.434172, -1.993244], [0.661611, 0.498848, -4.872023], [0.742012, -0.515537, -3.696472], [1.255092, -0.053091, -4.361494], [2.216293, -1.011165, 4.134997], [2.496242, -0.016330, 2.937786], [2.556466, -0.927167, 3.244647]], "forces_ev_per_a": [[0.64, -0.40, -0.51], [0.21, -0.23, -1.39], [-0.08, 1.29, 0.40], [0.16, -0.46, -0.01], [0.46, -0.07, 0.86], [0.16, 0.55, -0.94], [0.46, 0.06, -0.33], [-0.45, -0.01, 0.25], [-0.31, 0.24, 0.23], [-0.08, -0.03, 0.97], [-0.13, 0.00, 0.16], [0.03, -0.15, 0.07], [-0.20, -0.03, 0.07], [0.03, 0.05, -0.44], [-0.39, -0.22, -0.12], [-0.64, -0.36, 0.49], [0.18, 0.05, 0.12], [-0.24, -0.13, 0.15], [-0.13, -0.06, 0.11], [0.18, -0.53, 0.02], [0.08, -0.41, -0.49], [-0.36, 1.00, 0.41], [-0.13, -0.10, -0.01], [0.29, -0.06, 0.24], [-0.10, 0.12, -0.39], [-0.09, -0.28, -0.07], [-0.23, 0.04, -0.32], [0.36, 0.20, 0.34], [-0.70, 0.32, 0.64], [-0.68, -0.44, 0.59], [1.22, 0.00, -0.67], [0.46, -0.37, 0.23], [0.02, 0.41, 0.62], [-0.56, -0.14, -0.76], [0.54, -0.07, -0.23], [-0.02, -0.24, 0.15], [-0.32, 0.55, -0.20], [-0.83, -0.70, 0.10], [0.16, 0.04, -0.27], [0.52, 0.60, 0.13], [0.08, -0.09, -0.04], [-0.07, -0.13, 0.04], [-0.07, 0.09, 0.04], [-0.40, 0.21, 0.24], [0.10, 0.11, 0.66], [0.64, -0.57, -1.09], [-0.20, -0.10, -0.02], [-0.07, 0.14, 0.31], [0.10, 0.10, -0.43], [-0.35, 0.27, 0.21], [-0.25, 0.19, -0.03], [0.62, -0.38, -0.04], [-0.12, 0.34, 0.11], [-0.04, 0.15, 0.41], [0.50, -0.37, -0.58]]}

{"formula": "C41H44GeO3S4V", "method": "the ωB97M-V functional and the def2-TZVPD basis", "s_squared": 0.81, "de_lowest_kcal_mol": 0.0, "homo_lumo_gap_ev": [6.390, 6.111], "charge": 0, "e_homo_ev": [-6.28, -6.00], "spin_multiplicity": 2, "species": ["V", "C", "C", "S", "C", "C", "S", "C", "C", "S", "C", "C", "S", "H", "H", "H", "H", "H", "H", "H", "H", "H", "H", "H", "H", "H", "H", "H", "H", "O", "C", "C", "O", "O", "C", "C", "C", "C", "C", "C", "C", "C", "C", "C", "C", "C", "H", "H", "H", "H", "H", "H", "H", "H", "H", "H", "H", "C", "Ge", "C", "C", "C", "C", "C", "C", "C", "C", "C", "C", "C", "C", "C", "C", "C", "C", "C", "C", "H", "H", "H", "H", "H", "H", "H", "H", "H", "H", "H", "H", "H", "H", "H", "H", "H"], "positions_angstrom": [[-0.878372, -0.303571, -1.292231], [-0.685772, -1.247171, -5.032331], [0.642828, -1.848571, -4.585131], [0.480328, -2.036071, -2.811731], [1.912528, -3.011371, -2.364331], [1.663128, -3.308371, -0.892731], [0.257128, -2.271771, -0.337531], [-1.091372, -3.512771, -0.373331], [-2.426472, -2.958671, 0.123569], [-2.981272, -1.379571, -0.600131], [-3.725172, -1.911771, -2.175731], [-2.763972, -2.094571, -3.349031], [-1.635172, -0.669771, -3.575031], [-1.274972, -1.975371, -5.600131], [-0.505972, -0.395871, -5.697331], [1.472228, -1.171971, -4.813031], [0.821828, -2.806971, -5.081031], [2.828728, -2.429471, -2.500731], [1.980128, -3.934271, -2.947531], [2.549228, -3.060471, -0.298931], [1.448128, -4.369371, -0.729931], [-0.800572, -4.346471, 0.275369], [-1.207072, -3.920471, -1.380831], [-2.350272, -2.786471, 1.203769], [-3.213972, -3.708871, -0.006831], [-4.456772, -1.139771, -2.442631], [-4.300372, -2.829771, -2.014231], [-3.353172, -2.207871, -4.265931], [-2.194272, -3.018571, -3.224031], [0.763428, 0.603129, -1.825531], [0.267528, 1.925829, -2.192631], [-1.367772, 1.997429, -2.342531], [-1.816872, 3.111829, -2.775431], [-2.063072, 0.975629, -2.034731], [1.001228, 2.162329, -3.529031], [2.405328, 2.316229, -3.543231], [3.110328, 2.485829, -4.738031], [2.429928, 2.489329, -5.951331], [1.048828, 2.316629, -5.967231], [0.344528, 2.146629, -4.770331], [0.609828, 2.929429, -1.068331], [0.916228, 4.273329, -1.348131], [1.212728, 5.175429, -0.323831], [1.186028, 4.756629, 1.003769], [0.841628, 3.441829, 1.307869], [0.544328, 2.540229, 0.282669], [1.419428, 0.661829, -1.167531], [2.956228, 2.298829, -2.605731], [4.188728, 2.607229, -4.715631], [2.972028, 2.617629, -6.882631], [0.506728, 2.307929, -6.908331], [-0.733672, 2.002329, -4.823731], [0.891028, 4.631529, -2.376231], [1.438228, 6.208829, -0.569131], [1.400528, 5.462229, 1.800169], [0.777728, 3.119629, 2.342869], [0.223828, 1.531729, 0.539869], [-0.531372, -0.286671, 0.819369], [-0.213772, -0.227871, 2.738669], [-1.372172, -1.503171, 3.600169], [-1.277072, -2.858571, 3.258569], [-2.108372, -3.798371, 3.875769], [-3.036472, -3.387171, 4.836969], [-3.132872, -2.035771, 5.182069], [-2.302472, -1.094071, 4.565869], [-0.572272, 1.568729, 3.343669], [0.425228, 2.327929, 3.971869], [0.149328, 3.629629, 4.402469], [-1.121572, 4.177929, 4.206369], [-2.117672, 3.425229, 3.577769], [-1.843972, 2.123829, 3.146169], [1.598528, -0.744671, 3.142969], [2.495628, -1.067071, 2.115569], [3.806828, -1.444071, 2.423169], [4.225028, -1.501471, 3.756069], [3.331728, -1.182371, 4.783069], [2.020428, -0.805171, 4.477869], [-0.333872, -1.312171, 0.445669], [-0.560372, -3.185571, 2.515769], [-2.033072, -4.844671, 3.609469], [-3.679472, -4.114971, 5.314769], [-3.850472, -1.718171, 5.927469], [-2.386572, -0.053371, 4.845669], [1.413728, 1.919629, 4.128469], [0.920828, 4.213429, 4.887669], [-1.333772, 5.185429, 4.540069], [-3.101272, 3.850229, 3.424869], [-2.621272, 1.548129, 2.659669], [2.184728, -1.026871, 1.080369], [4.498628, -1.692071, 1.628469], [5.239928, -1.793571, 3.992769], [3.655228, -1.227671, 5.814869], [1.334128, -0.560671, 5.278769], [-1.455872, 1.054829, -0.347531]], "forces_ev_per_a": [[-0.38, -0.56, 5.51], [0.06, -0.35, -0.12], [0.58, -0.10, -0.42], [1.02, -1.40, -2.32], [0.54, -0.12, -0.36], [0.15, -0.85, -0.60], [3.41, -6.24, -0.46], [-0.21, -0.38, 0.10], [0.22, 0.02, 0.34], [0.00, -0.50, -0.36], [-0.35, 0.09, -0.37], [-0.28, -0.38, -0.13], [-1.72, -0.90, -3.21], [-0.06, 0.14, 0.25], [-0.24, -0.01, 0.35], [-0.05, -0.09, -0.04], [0.08, 0.08, 0.11], [-0.05, -0.14, -0.09], [0.00, 0.22, -0.10], [-0.44, 0.14, 0.16], [-0.04, 0.14, 0.03], [-0.01, 0.09, 0.00], [0.24, 0.22, -0.09], [-0.16, 0.24, -0.35], [0.09, 0.12, -0.12], [0.18, 0.01, 0.23], [0.14, 0.05, -0.03], [0.07, 0.11, 0.08], [0.26, 0.18, 0.02], [-0.90, 1.19, -1.70], [0.00, 1.29, -0.36], [-0.53, 4.17, -1.92], [1.67, -3.66, 1.38], [-1.56, 3.11, -0.49], [0.03, 0.48, -0.62], [-0.40, -0.02, -0.08], [-0.39, -0.16, 0.35], [-0.20, -0.02, -0.02], [0.13, -0.12, 0.38], [0.07, 0.00, 0.20], [0.13, 0.48, 0.19], [-0.05, -0.19, -0.12], [-0.19, -0.37, -0.14], [-0.10, -0.19, -0.15], [0.19, 0.37, -0.73], [0.29, 0.35, -0.26], [1.29, 0.39, 1.63], [-0.10, 0.10, -0.06], [-0.12, -0.01, 0.03], [-0.04, 0.02, 0.09], [0.07, 0.01, 0.10], [0.19, 0.18, 0.15], [0.07, -0.15, 0.17], [-0.01, -0.13, 0.00], [0.01, -0.05, -0.03], [0.23, 0.41, -1.19], [0.30, 0.25, -0.08], [-1.07, 0.84, -1.68], [-0.76, 0.35, -1.55], [-0.37, -0.17, 0.57], [-0.55, 0.02, 0.73], [0.02, 0.45, 0.06], [0.23, 0.36, -0.18], [0.26, -0.21, -0.33], [-0.07, -0.87, -0.08], [-0.07, 0.16, 0.76], [-1.02, 0.08, 0.89], [-0.49, -0.22, 0.20], [0.23, -0.46, -0.13], [0.41, -0.20, -0.02], [0.43, 0.50, 0.34], [0.52, -0.08, -0.12], [0.52, -0.04, 0.75], [-0.30, 0.08, 0.39], [-0.45, 0.12, -0.14], [-0.14, 0.02, -0.41], [0.61, -0.23, -0.44], [-2.81, 3.60, 4.65], [0.15, 0.01, -0.02], [0.00, -0.05, 0.01], [0.00, -0.01, 0.00], [-0.02, -0.01, 0.01], [0.05, 0.10, -0.02], [0.09, -0.09, -0.03], [0.03, 0.03, 0.00], [0.00, 0.00, -0.01], [0.00, 0.01, -0.02], [0.00, -0.04, -0.08], [-0.12, 0.10, 0.01], [0.05, 0.00, -0.01], [0.00, 0.00, 0.01], [0.01, 0.00, 0.01], [-0.06, 0.00, 0.05], [1.54, -1.75, 1.09]]}

Sequential E output: -2124.792775 -1584.507651 -6427.729321 a.u.